# 1
65
Properties=species:S:1:pos:R:3:forces:R:3 method="wB97M-V/def2-TZVPD" homo_energy_ev=-6.7
Pd 1.69156 0.53156 0.50667 0.0907 -0.5356 0.0468
N 2.62336 0.44440 3.02513 -0.0428 0.1569 -0.0727
C 3.41288 -0.75725 3.27058 -0.1197 -0.1520 0.0054
C 4.72527 -0.75764 2.50185 0.2151 -0.0542 0.1341
C 4.67267 -0.90863 0.98946 -0.0255 -0.1524 -0.0781
N 4.17676 0.28858 0.30455 -0.0899 0.1389 -0.0169
H 3.14842 1.27979 3.25834 -0.0098 -0.0214 -0.0002
H 1.77320 0.46574 3.57511 0.0511 -0.0306 0.0017
H 2.81751 -1.61869 2.94785 0.0228 0.0422 0.0138
H 3.64295 -0.91234 4.33512 -0.0007 0.0444 -0.0539
H 5.31565 -1.59641 2.88408 -0.0066 0.0313 -0.0119
H 5.30536 0.13930 2.75886 -0.0512 0.0249 -0.0105
H 4.00939 -1.73965 0.72969 0.0109 0.0595 0.0169
H 5.68115 -1.18197 0.64909 -0.0376 0.0248 0.0161
H 4.33905 0.21675 -0.69299 -0.0489 -0.0121 0.0321
H 4.68430 1.10622 0.62570 -0.0022 -0.0214 -0.0240
F -1.27163 -6.75184 -2.97252 0.0088 0.0255 0.0155
C -1.01897 -5.57553 -2.35965 -0.0720 -0.0897 -0.0599
C -2.07638 -4.72668 -2.09486 0.0869 -0.0680 -0.0093
C -1.80977 -3.51988 -1.47069 -0.0592 0.1191 0.0326
C -0.51517 -3.15417 -1.10956 0.2441 -0.1582 0.0155
C 0.51349 -4.04738 -1.39583 0.0991 0.0102 0.0181
C 0.27914 -5.26419 -2.02446 -0.0560 0.0431 0.0288
Sb 0.03552 -1.29253 -0.16133 -0.1786 0.7442 -0.1574
C -1.15716 -0.08314 -1.53073 -0.2388 -0.0547 -0.0340
C -2.54624 0.03556 -1.56111 -0.0434 -0.1096 0.1340
C -3.19985 0.89574 -2.43408 0.0929 0.0540 -0.1132
C -2.43468 1.62783 -3.31687 -0.0670 0.0558 -0.0293
F -3.05888 2.49277 -4.16023 0.0312 -0.0518 0.0435
C -1.06076 1.52576 -3.36119 -0.0833 0.0925 -0.0186
C -0.44264 0.67919 -2.45545 0.5524 -0.1585 0.1341
C -1.26301 -1.45571 1.55173 -0.1164 0.0090 0.1442
C -2.63674 -1.69191 1.60421 -0.0361 -0.1027 -0.1526
C -3.32994 -1.74324 2.80392 0.0735 0.0031 0.0895
C -2.62637 -1.56227 3.97688 -0.0542 -0.0059 0.0530
F -3.29411 -1.60594 5.14813 0.0146 -0.0050 -0.0002
C -1.26571 -1.34430 3.98945 -0.1179 -0.0209 -0.0494
C -0.60491 -1.29289 2.77072 0.1867 0.1055 0.0113
H -3.07839 -5.01420 -2.37853 -0.0417 -0.0096 -0.0119
H -2.64450 -2.86079 -1.27793 -0.0329 0.1042 0.0062
H 1.53418 -3.79671 -1.12863 0.0262 0.0250 0.0069
H 1.07614 -5.95724 -2.25151 0.0339 -0.0217 -0.0044
H -3.17140 -0.54363 -0.89765 0.0236 -0.0265 0.1500
H -4.27706 0.98673 -2.44590 -0.0328 0.0081 0.0102
H -0.49796 2.11312 -4.07360 0.0243 0.0130 -0.0112
H 0.64856 0.62239 -2.45065 -0.2355 0.0546 -0.0030
H -3.21200 -1.86520 0.70662 0.0338 -0.0082 -0.1244
H -4.39333 -1.93145 2.84115 -0.0396 0.0110 -0.0116
H -0.75105 -1.21659 4.93048 0.0435 0.0000 0.0468
H 0.46439 -1.10677 2.77067 -0.0142 0.0027 -0.0752
N -2.40772 5.21114 -2.48741 -0.1216 0.0371 -0.1122
C -1.21496 5.56699 -1.99626 0.1382 -0.3878 0.3526
S -0.50828 7.00865 -2.33004 0.0154 0.2084 -0.0368
C -0.56844 4.54193 -1.10169 -0.1390 0.2686 -0.2394
C 0.80961 4.54533 -0.94407 0.0774 -0.1695 0.0196
C 1.40018 3.54441 -0.19379 0.0355 -0.0108 -0.0745
N 0.71381 2.56498 0.40024 -0.0535 -0.1104 0.0654
C -0.61784 2.60987 0.30935 0.0774 0.0232 -0.0269
C -1.29466 3.56627 -0.42893 -0.0465 -0.1228 0.1534
H -2.84726 5.84283 -3.13628 -0.0280 -0.0178 -0.0019
H -2.74672 4.26429 -2.44803 0.0638 -0.0355 0.0117
H 1.40896 5.30564 -1.42124 -0.0027 0.0333 -0.0268
H 2.47582 3.50429 -0.07235 -0.0116 0.0233 -0.0224
H -1.15972 1.83147 0.83342 0.0112 0.0161 -0.0138
H -2.37509 3.51726 -0.43302 -0.0277 0.1118 -0.1215

# 2
71
Properties=species:S:1:pos:R:3:forces:R:3 method="wB97M-V/def2-TZVPD" s_squared=8.82 charge=+2 homo_energy_ev="-13.0 / -13.0" multiplicity=6 e_above_lowest_ev=0.824
Ir 8.85144 -2.49544 19.30985 -0.0585 0.5697 -2.2934
N 8.02484 -1.21935 17.71447 -0.2742 0.7675 0.9227
C 8.62173 -1.46297 16.42078 0.3338 -0.4398 -0.5061
C 8.28364 -0.83075 15.23872 0.2442 -0.9063 1.1687
C 8.99773 -1.16811 14.07188 0.7832 -0.2073 -0.7030
C 9.96687 -2.16728 14.07437 -1.1623 0.2859 1.5860
C 10.23285 -2.93087 15.27536 -0.6900 2.5250 -0.4425
C 11.12950 -3.98194 15.32206 0.5627 -1.3028 0.6103
C 11.43370 -4.52801 16.57333 0.3860 -0.9831 -0.8964
C 10.87447 -4.00805 17.73943 -0.3879 0.9823 -0.3082
N 9.97422 -2.99963 17.71566 1.3240 -1.0078 -1.3478
C 9.63382 -2.43860 16.46834 0.2254 -1.1868 0.6709
H 8.30003 -0.27727 18.01530 -0.2849 -0.1607 -0.0668
H 6.98645 -1.23913 17.74738 0.7509 -0.2318 -0.4920
H 7.46584 -0.12853 15.27780 -0.0087 0.2465 -0.3892
H 8.81453 -0.59595 13.15101 0.0561 -0.3797 0.4910
H 10.57985 -2.36569 13.23060 0.1289 -0.2060 -0.8090
H 11.50683 -4.38401 14.35910 -0.0254 0.2011 0.9436
H 12.05579 -5.44474 16.66282 -0.3160 0.9867 -0.0983
H 11.17475 -4.34320 18.73327 -0.2100 -0.1477 -0.4367
Se 8.83773 -0.68315 23.05455 0.1010 0.1310 -0.2580
Sb 10.42331 -1.63947 21.38784 -0.0555 -0.5452 1.2262
Se 12.46957 -1.73664 22.79535 0.1691 0.0896 -0.1258
Se 10.70930 -0.05652 19.41779 -0.1553 -0.4655 0.2629
Se 9.86728 -4.08931 21.10221 -0.1681 1.3947 -0.8344
C 2.06161 -3.62251 17.35909 -0.2924 0.0655 0.5540
C 2.44384 -5.04792 16.91098 1.6396 0.1245 -1.1044
C 2.90908 -5.87920 18.10502 -0.3607 0.3762 0.7415
C 1.21841 -5.68766 16.27022 -0.6737 0.3098 -0.2945
Si 3.95615 -5.03156 15.61123 -1.2677 -0.5817 -0.2217
Br 5.59370 -3.70603 16.55459 0.2976 0.3020 0.3405
C 3.51384 -4.08737 13.96505 0.5515 0.1473 -0.0789
C 4.77726 -3.70184 13.14535 -0.5584 1.0018 0.1159
C 2.73989 -2.76883 14.23467 0.2750 -0.2823 0.3543
C 2.68139 -4.97671 13.05071 -0.3237 0.2185 -1.6856
C 4.82990 -6.79594 15.40913 -1.3970 1.0119 0.3330
C 5.88257 -6.72237 14.34330 0.2274 1.3905 -1.7453
C 5.51359 -7.20115 16.72059 0.1136 0.7758 0.6006
C 3.78967 -7.86691 14.99119 0.0473 -0.2874 -0.0140
H 1.50668 -3.68752 18.33029 0.4185 0.0553 -0.6949
H 1.37068 -3.16873 16.64252 0.1998 0.0087 0.1350
H 2.91338 -2.93073 17.49918 -0.3026 -0.3692 -0.0152
H 2.28276 -5.61527 18.97025 -0.0213 -0.3139 -0.2065
H 3.92139 -5.60110 18.41170 0.0332 -0.1844 -0.0141
H 2.83741 -6.96205 17.95534 0.1017 0.2668 -0.1117
H 0.44651 -5.56131 17.04567 -0.2462 -0.2417 -0.4304
H 1.31971 -6.77058 16.06635 -0.0282 0.6727 -0.0161
H 0.88646 -5.13485 15.34269 0.2591 -0.6986 1.0215
H 5.52513 -3.18514 13.75584 -0.1151 0.0746 -0.0754
H 4.40761 -2.99157 12.36894 0.4848 -0.4557 0.3321
H 5.27776 -4.51703 12.65228 -0.0008 -0.3979 -0.1641
H 3.29080 -2.17495 15.00489 -0.4511 -0.0001 -0.8497
H 1.77137 -3.01665 14.66056 -0.1475 0.1237 0.0157
H 2.53389 -2.21242 13.28012 0.4992 -0.3663 0.8891
H 3.21005 -5.91981 12.80400 -0.2987 0.5913 -0.1295
H 2.45452 -4.38329 12.08808 0.5893 -0.9692 1.1365
H 1.68915 -5.24277 13.39768 -0.0597 -0.0578 0.4443
H 6.66675 -5.97475 14.58700 -0.2524 -0.4550 -0.0622
H 5.48184 -6.41618 13.31870 0.3606 -0.5222 1.3655
H 6.33419 -7.69270 14.21757 0.3783 -0.4424 -0.0425
H 6.23092 -6.40234 17.06917 -0.6134 -0.8864 -0.3498
H 6.06308 -8.09940 16.49100 0.4509 -0.4467 0.1350
H 4.82912 -7.42572 17.55785 0.3305 0.0988 -0.5873
H 3.46154 -7.79146 13.92890 -0.0009 0.2291 0.8835
H 2.94343 -7.95317 15.68754 0.1095 0.2719 -0.4074
H 4.26869 -8.84717 15.06202 0.2228 -0.0523 -0.0578
N 2.91572 -3.74946 20.52359 3.4439 1.9248 0.9599
C 3.91070 -3.11242 20.72494 -2.6759 -0.4168 -0.6673
N 4.86569 -2.16919 20.90634 0.0960 -1.6885 -0.9985
C 5.99099 -2.31347 20.30672 -0.9543 0.0911 0.8360
N 7.10125 -2.38194 19.92222 -1.3569 -0.0259 1.9562

# 3
10
Properties=species:S:1:pos:R:3:forces:R:3 method="wB97M-V/def2-TZVPD" homo_energy_ev=-9.2 e_above_lowest_ev=0.902
H -0.43482 2.73382 -0.15785 -1.0861 -1.5793 0.3620
N -1.00907 1.84811 0.01070 1.4311 1.1231 -0.8135
C -0.29263 0.83573 -0.11203 2.0066 -2.1899 0.8678
O 1.19541 0.74857 -0.24344 -1.7742 2.0058 -0.6415
C 1.54341 -0.54374 -0.29727 -0.4909 0.4569 2.0585
Cl 3.26768 -0.77540 -0.03633 -1.5369 -0.3118 -0.7139
N 0.55988 -1.31959 -0.04928 1.8738 -1.3294 -0.3583
N -0.57034 -0.56332 0.10549 0.7079 1.6251 -0.9063
S -1.97284 -1.42166 -0.21713 -0.2342 0.5672 -2.3463
H -2.28669 -1.54251 0.99714 -0.8971 -0.3676 2.4916

# 4
101
Properties=species:S:1:pos:R:3:forces:R:3 method="wB97M-V/def2-TZVPD" charge=-2 homo_energy_ev="-1.2 / -1.1"
Tl 0.18766 0.02934 0.65740 -0.3763 0.5561 -0.4671
C -6.28717 -0.80231 1.37495 0.3735 0.6212 0.4054
C -5.95707 -2.01527 0.74718 -0.0491 -0.7144 -0.1937
C -4.64939 -2.47773 0.69902 0.0759 0.0267 0.2795
C -3.65644 -1.68742 1.29881 0.3861 0.4223 0.0787
C -2.21305 -1.77939 1.35379 -0.0493 -0.1734 0.4942
N -1.44999 -2.74120 0.64066 -0.7690 1.3216 -0.9996
C -0.14676 -3.03612 1.05235 0.2572 -0.6500 0.3367
C 0.39523 -4.37100 1.20770 0.1917 1.1854 -0.1706
C -0.16123 -5.65347 1.13661 0.2522 -0.2206 0.1375
C 0.68569 -6.74731 1.28277 -0.7056 0.3891 -0.0134
C 2.06868 -6.55929 1.46843 0.6081 0.2271 -0.0266
C 2.63820 -5.28563 1.51956 -0.1904 -0.4018 0.0209
C 1.79792 -4.17159 1.40621 -0.5158 0.6742 -0.1345
C 2.01160 -2.72902 1.37806 0.1865 -0.8219 -0.1429
N 3.21951 -2.13449 1.41080 -0.4298 1.5544 0.0799
C 3.27669 -0.80882 1.54151 0.5375 -0.7946 0.2069
N 2.25721 0.06563 1.89251 0.1330 0.7849 -0.1652
C 2.79072 1.31066 2.11490 -0.3680 -0.2496 0.1198
N 2.17848 2.39416 2.58951 -0.1620 -0.6483 -0.0556
C 0.85067 2.39174 2.85625 0.2545 0.0433 -0.5262
N -0.09803 1.50926 2.44581 0.2614 0.5126 0.4808
C -1.34178 1.97594 2.85219 -0.7154 0.2052 0.2642
N -2.54739 1.40973 2.72273 1.0086 -0.0731 0.0938
C -2.69805 0.16613 2.26719 -0.3214 0.1172 0.1058
N -1.67299 -0.71556 1.96385 -0.7604 -0.4984 -0.8745
C -3.97501 -0.43872 1.91349 0.3602 -0.0775 -0.2630
C -5.30860 0.00786 1.96028 -0.0155 -0.7809 -0.2556
C -1.15814 3.25425 3.54242 0.8082 -0.0294 -0.3412
C -2.03692 4.15940 4.12978 -0.0408 0.1377 0.3462
C -1.50227 5.31562 4.70829 -0.3839 -0.3906 -0.2891
C -0.12486 5.57124 4.69666 0.2963 -0.1137 0.0669
C 0.76724 4.66727 4.12644 -0.1097 0.0099 0.0567
C 0.24163 3.51533 3.54151 -0.8950 -0.2096 0.0974
C 4.22308 1.29491 1.79519 0.1460 -0.9614 -0.4237
C 5.17980 2.29350 1.67632 0.1597 -0.0973 0.2893
C 6.45657 1.93559 1.24001 -0.1426 0.2693 0.2158
C 6.77747 0.61053 0.95083 -0.1992 -0.5906 -0.0269
C 5.81925 -0.40286 1.05740 0.0550 -0.0598 0.2010
C 4.52743 -0.05507 1.45978 0.1098 0.6463 -0.0713
N 0.80597 -2.10653 1.16428 0.0912 -1.1576 0.1714
H -7.33226 -0.49602 1.39815 0.2028 0.0032 0.0104
H -6.76296 -2.63428 0.32653 0.3846 0.3473 0.1073
H -4.37056 -3.43348 0.24718 -0.1824 0.3023 0.0544
H -1.22980 -5.75818 0.96966 0.1304 -0.0982 0.0280
H 0.25482 -7.75220 1.26459 0.2586 0.2604 -0.0601
H 2.70613 -7.44654 1.53987 -0.1317 0.3408 0.0345
H 3.70857 -5.13423 1.63157 -0.1084 -0.1440 0.0279
H -5.54890 0.93880 2.45541 -0.0591 0.0668 -0.0996
H -3.10368 3.92272 4.15826 0.3069 0.2380 -0.0368
H -2.16363 6.04394 5.17044 0.0186 -0.1042 -0.0435
H 0.24643 6.47859 5.17565 -0.0497 -0.1948 -0.1588
H 1.84365 4.83777 4.14759 -0.2535 -0.0374 -0.0825
H 4.93258 3.30574 1.98106 0.0478 -0.0095 -0.1954
H 7.24270 2.67897 1.15613 -0.1344 0.0830 -0.0009
H 7.79833 0.37379 0.64557 -0.2749 -0.0153 0.0380
H 6.05560 -1.45429 0.86897 -0.0457 0.4045 -0.0935
S -1.23029 -1.77768 -1.05084 0.0524 -0.1719 0.7680
C -2.10035 0.05812 -1.94497 -0.2571 3.4449 -0.7876
N -2.77355 -0.35122 -2.99602 0.7972 -1.1660 0.7142
N -3.56184 -1.44015 -2.71391 -1.1717 0.1997 1.1963
C -3.65256 -2.50405 -3.54413 0.7528 -0.2905 -1.4318
C -3.03804 -2.44412 -4.84396 -0.2730 0.0728 0.6529
C -3.12539 -3.53923 -5.69328 -0.4189 0.0072 0.3500
C -3.82577 -4.68753 -5.30509 -0.0665 -0.4368 -0.3407
C -4.40851 -4.75584 -4.03804 -0.0460 -0.2051 -0.2302
C -4.31151 -3.69230 -3.16523 -0.1669 0.6430 0.3079
N -1.85069 1.30205 -1.65615 0.1218 -2.5086 0.6375
N -0.80644 1.69085 -0.84658 0.9349 -0.6393 0.7023
C -0.42687 3.00078 -0.99322 -0.5024 -0.1644 -0.2264
C -1.07595 3.79437 -1.99165 0.1818 0.0569 0.3134
C -0.71997 5.11840 -2.16071 0.2662 -0.1983 0.4132
C 0.25479 5.70286 -1.35029 0.0515 0.3849 0.0501
C 0.90563 4.94872 -0.36962 -0.1577 0.0665 -0.3697
C 0.60390 3.61404 -0.20314 -0.5476 -0.9735 -0.5998
H -3.89517 -1.52657 -1.73842 0.3102 -0.1362 -0.9286
H -2.53346 -1.51104 -5.12654 -0.1954 -0.5752 0.1513
H -2.68372 -3.50473 -6.68701 0.0016 0.0808 0.1632
H -3.94318 -5.52500 -6.00735 0.1520 0.3639 0.3642
H -4.95710 -5.65373 -3.72224 0.2764 0.3737 -0.1908
H -4.78847 -3.72158 -2.18355 0.1706 -0.0852 -0.1987
H -1.86412 3.32876 -2.58115 0.3315 0.1813 0.1049
H -1.20199 5.71148 -2.92769 -0.0748 0.0411 -0.0373
H 0.49601 6.75384 -1.46930 0.0318 -0.0252 -0.0111
H 1.66086 5.41977 0.25363 -0.0154 -0.1181 -0.0217
H 1.17679 2.98095 0.47424 -0.3207 0.3847 0.0887
C 4.25131 2.83003 -2.36000 -0.4119 -0.6499 0.1177
C 3.32408 1.63840 -2.24455 -0.2526 -0.3341 -0.2355
C 2.91990 0.65540 -3.14845 -0.0340 0.3328 -0.0036
C 2.02356 -0.20223 -2.44632 0.7293 0.0273 -0.5114
N 1.95244 0.19122 -1.19126 -0.2022 0.7659 0.4526
N 2.69954 1.32788 -1.09463 -0.0711 -0.4805 0.2027
C 1.30900 -1.42202 -2.98062 0.2692 0.2567 0.1567
H 4.71999 2.80075 -3.34312 0.0219 0.1356 0.0503
H 5.02767 2.77322 -1.58769 -0.1060 0.0433 -0.1334
H 3.69767 3.76595 -2.23789 0.0489 -0.1005 -0.0443
H 3.20766 0.57820 -4.19342 -0.0583 0.0244 0.3001
H 2.70919 1.84265 -0.21287 0.1292 -0.3317 -0.5165
H 1.81778 -1.75924 -3.88838 -0.0570 0.0137 0.0759
H 0.26009 -1.20948 -3.22669 0.2865 0.0423 0.0314
H 1.30850 -2.23135 -2.24197 0.0259 0.2149 -0.1843